A cluster of 3 separate species, C4H12O3S in total. Source: the OMol25 dataset; level of theory: wB97M-V/def2-TZVPD.

Results
LUMO level = 0.40 eV
charge = 0
2S+1 = 1
SMILES = O=CCCCS.O.O

Each line ends with the Löwdin charge.
Element x y z (Å)
S -0.15 1.58 2.35  0.68
O -2.78 3.54 -1.41  -0.06
O 1.70 1.97 -1.58  0.06
O -0.31 -5.77 1.13  -0.06
C 2.01 0.81 -1.47  -0.26
C -0.32 -0.03 1.46  -0.54
C 1.52 -0.02 -0.30  -0.18
C 0.02 0.03 -0.01  -0.28
H 2.65 0.23 -2.16  0.12
H -1.32 -0.37 1.70  0.06
H -0.51 -0.76 -0.55  0.11
H 1.91 -1.05 -0.34  0.11
H -0.21 -6.09 0.23  0.03
H 2.07 0.37 0.58  0.12
H 0.40 -0.68 1.95  0.06
H -3.62 3.34 -1.85  0.03
H -0.35 0.92 -0.52  0.10
H -0.31 2.50 1.39  -0.15
H -2.61 4.44 -1.73  0.03
H 0.22 -4.97 1.12  0.03

An isolated molecule of C2H4NO2P. Source: the OMol25 dataset; level of theory: wB97M-V/def2-TZVPD.

Results
expectation value of S² = 2.01
LUMO level (alpha / beta) = 0.94 / -3.02 eV
charge = 0
2S+1 = 3

Each line ends with the Löwdin charge.
Element x y z (Å)
P -0.97 -0.37 -1.39  0.82
O -0.41 -1.80 -0.79  -0.27
O -0.60 -0.79 1.17  -0.12
N -1.33 -1.18 0.12  -0.25
C 0.22 0.38 0.88  -0.20
C 0.44 0.54 -0.64  -0.35
H -0.44 1.23 1.18  0.13
H 1.16 0.41 1.36  0.11
H 0.59 1.57 -1.01  0.08
H 1.34 0.00 -0.89  0.06

A structure of composition C13H40N2O9P2RuSi4. Source: the OMol25 dataset; level of theory: wB97M-V/def2-TZVPD.

Results
expectation value of S² = 8.77
LUMO level (alpha / beta) = -2.72 / -4.85 eV
charge = +1
2S+1 = 6

Each line ends with the Löwdin charge.
Element x y z (Å)
Ru -0.31 0.96 -0.10  1.17
P 0.51 2.72 2.23  0.34
P -0.66 0.32 3.50  0.48
Si 0.76 -1.22 -0.56  0.54
Si 0.15 -3.00 0.84  0.32
Si 1.49 -1.90 -2.76  0.34
Si -2.21 -0.15 -1.24  0.41
O -0.48 3.26 -0.71  -0.06
O -0.55 -0.19 2.11  -0.40
O 0.76 4.14 2.54  -0.25
O 1.32 1.92 1.22  -0.40
O -1.05 2.52 1.70  -0.25
O -2.09 0.80 3.94  -0.08
O -0.26 -0.85 4.48  -0.08
O -0.26 2.58 4.77  -0.06
O 0.71 5.11 -1.21  0.02
N 1.57 3.14 -1.68  0.06
N 1.59 1.76 -1.50  -0.01
C 1.82 1.37 4.24  -0.05
C 1.28 -0.44 -3.95  -0.22
C -1.50 -3.12 1.70  -0.20
C 0.65 -3.36 -3.57  -0.21
C 0.27 -4.51 -0.28  -0.22
C 0.42 1.77 3.79  -0.58
C -2.33 0.97 -2.74  -0.20
C -0.32 5.93 -0.60  0.01
C 0.53 3.82 -1.17  -0.56
C 1.64 -3.01 1.99  -0.23
C -2.38 -1.92 -1.79  -0.21
C 3.31 -2.25 -2.55  -0.23
C -3.53 0.24 0.03  -0.19
H -3.46 1.25 0.45  0.03
H 2.50 -3.45 1.47  0.03
H -1.29 5.71 -1.05  0.10
H 1.29 -0.81 -4.98  0.04
H 3.78 -2.37 -3.53  0.04
H -0.33 5.74 0.48  0.09
H 2.25 0.63 3.57  0.09
H 1.78 0.96 5.25  0.09
H 0.33 0.08 -3.81  0.00
H 2.42 3.65 -1.88  0.17
H 3.48 -3.18 -1.99  0.03
H -0.41 -0.67 5.42  0.11
H -1.86 -2.22 2.18  0.00
H -2.34 -2.61 -0.95  0.01
H 1.46 -3.62 2.88  0.04
H 2.11 0.27 -3.88  0.02
H -3.36 -2.04 -2.28  0.05
H 1.30 -4.71 -0.59  0.03
H -3.37 0.94 -3.09  0.05
H 1.91 -2.01 2.32  0.01
H -3.49 -0.47 0.85  0.03
H -2.26 -3.50 1.02  0.03
H -0.44 -3.27 -3.62  0.02
H -4.49 0.15 -0.48  0.05
H -0.08 -5.39 0.27  0.04
H -1.69 0.62 -3.54  0.01
H 0.90 -4.31 -3.11  0.03
H 0.01 3.50 4.62  0.10
H 2.37 1.49 -0.92  0.09
H -2.09 2.02 -2.54  0.02
H -0.37 -4.42 -1.16  0.01
H 1.64 1.30 -2.40  0.04
H -2.05 1.70 4.33  0.09
H 3.83 -1.45 -2.02  0.02
H -1.34 3.33 1.24  0.08
H -1.61 -2.19 -2.51  -0.01
H -0.03 6.95 -0.80  0.10
H 2.47 2.25 4.25  0.10
H 1.02 -3.38 -4.60  0.04
H -1.36 -3.89 2.48  0.05

An isolated molecule of C23H28FN3O2. Source: the OMol25 dataset; level of theory: wB97M-V/def2-TZVPD.

Results
LUMO level = 0.76 eV
charge = 0
2S+1 = 1
SMILES = Cc1ccc(C(=O)N[C@H](C(=O)N2CCN(c3ccccc3F)CC2)C(C)C)cc1

Each line ends with the Löwdin charge.
Element x y z (Å)
F 1.36 -3.29 1.03  0.06
O 0.17 0.81 2.44  0.05
O -3.09 0.47 -1.25  0.04
N -2.77 -0.85 0.52  -0.04
N -1.23 -2.88 0.14  -0.09
N -0.41 1.21 0.30  0.14
C 4.13 0.06 1.23  -0.04
C 4.61 0.72 0.11  -0.28
C 2.10 -1.26 -1.86  -0.10
C 0.82 -0.99 -2.32  -0.09
C 2.80 0.15 1.59  -0.02
C -0.16 -2.28 -0.51  -0.16
C 1.91 0.90 0.83  -0.14
C 2.26 -2.03 -0.73  -0.02
C 3.73 1.49 -0.64  -0.05
C 2.39 1.59 -0.28  -0.03
C 0.50 0.97 1.28  -0.43
C -3.75 3.03 0.44  -0.06
C -2.15 -1.27 1.77  -0.09
C -2.49 -3.03 -0.54  -0.12
C -1.82 1.42 0.57  -0.19
C -0.28 -1.49 -1.66  -0.03
C 1.15 -2.52 -0.07  -0.20
C -2.26 2.85 0.18  -0.35
C -3.49 -1.92 -0.13  -0.10
C -1.44 -2.63 1.55  -0.11
C -1.92 3.21 -1.27  -0.06
C 6.05 0.60 -0.28  -0.05
C -2.62 0.32 -0.14  -0.40
H 4.80 -0.54 1.82  0.12
H -0.13 1.23 -0.66  0.12
H -2.31 4.20 -1.50  0.08
H 6.69 0.86 0.56  0.08
H -2.38 2.50 -1.95  0.07
H 2.96 -0.88 -2.39  0.10
H 6.28 1.25 -1.12  0.07
H 2.42 -0.36 2.46  0.12
H -0.49 -2.63 2.08  0.12
H -1.43 -0.54 2.12  0.09
H 3.24 -2.27 -0.34  0.12
H -4.01 -1.51 -0.99  0.12
H -2.33 -3.04 -1.61  0.12
H -4.23 -2.31 0.58  0.13
H -1.70 3.53 0.84  0.14
H -4.04 4.07 0.29  0.08
H 6.28 -0.43 -0.56  0.08
H -4.33 2.41 -0.23  0.08
H -2.93 -1.38 2.53  0.13
H -1.95 1.34 1.66  0.14
H -2.05 -3.45 1.94  0.12
H 0.68 -0.39 -3.20  0.11
H -1.26 -1.25 -2.03  0.10
H -2.90 -4.01 -0.26  0.12
H -3.99 2.75 1.47  0.08
H 1.74 2.22 -0.87  0.11
H -0.85 3.23 -1.43  0.06
H 4.09 2.04 -1.50  0.11

no.,E_tot (eV)
1,-21319.447
2,-17005.077
3,-88207.576
4,-35589.652